Record 1
The following is a DFT calculation (ωB97M-V/def2-TZVPD) of a 2-piece molecular cluster, C4H7NO overall in a non-equilibrium geometry.

Atoms and positions in Å:
C: 1.605 0.705 0.122
C: 0.276 0.182 -0.336
C: 0.006 -1.237 -0.089
N: -2.569 -0.472 0.850
C: -2.385 0.491 0.242
O: -0.520 0.911 -0.891
H: 1.976 1.607 -0.364
H: 1.446 0.960 1.165
H: 2.392 -0.036 0.097
H: 0.756 -1.184 -1.015
H: -0.919 -1.659 -0.485
H: 0.439 -1.763 0.779
H: -2.503 1.495 -0.074

energy: -286.5282 Ha
ΔE to the lowest compared entry with this formula, charge and spin: 271.7 kJ/mol
SMILES: CC(C)=O.C#N
largest force on an atom: 0.054 hartree/bohr
HOMO-LUMO gap: 10.7 eV

These are the natural (NBO) partial charges, in e, on atoms 1 to 8: number 1, C, carries -0.71; number 2, C, carries 0.55; number 3, C, carries -0.66; number 4, N, carries -0.40; number 5, C, carries 0.12; number 6, O, carries -0.60; number 7, H, carries 0.24; number 8, H, carries 0.24


Record 2
The following is a DFT calculation (ωB97M-V/def2-TZVPD) of one molecule with the formula C4H7NO in a non-equilibrium geometry.

Atoms and positions in Å:
O: -2.640 -0.764 1.387
C: -1.856 -0.345 0.565
C: -0.615 0.477 0.843
N: 0.371 0.580 -0.249
C: 0.733 -0.407 -1.205
C: 1.703 0.098 -0.178
H: -2.039 -0.497 -0.521
H: -0.213 0.315 1.865
H: -0.713 1.533 0.510
H: 0.759 0.003 -2.216
H: 0.301 -1.399 -1.091
H: 1.951 -0.548 0.664
H: 2.448 0.849 -0.438

energy: -286.4941 Ha
ΔE to the lowest compared entry with this formula, charge and spin: 361.0 kJ/mol
SMILES: O=CCN1CC1
largest force on an atom: 0.062 hartree/bohr
HOMO-LUMO gap: 9.8 eV

These are the natural (NBO) partial charges, in e, on atoms 1 to 8: number 1, O, carries -0.51; number 2, C, carries 0.42; number 3, C, carries -0.39; number 4, N, carries -0.45; number 5, C, carries -0.25; number 6, C, carries -0.24; number 7, H, carries 0.10; number 8, H, carries 0.22


Record 3
The following is a DFT calculation (ωB97M-V/def2-TZVPD) of an isolated ion of composition C4H7NO2 and charge -1 in a non-equilibrium geometry.

Atoms and positions in Å:
C: 1.284 0.408 0.991
N: 0.580 -0.118 -0.028
C: 0.688 0.493 -1.328
C: -0.607 -0.926 0.330
C: -1.863 -0.121 0.514
O: -2.309 0.628 -0.445
O: 1.326 -0.007 2.130
H: 2.084 1.072 0.597
H: 1.719 0.832 -1.475
H: -0.001 1.318 -1.506
H: 0.535 -0.290 -2.071
H: -0.765 -1.673 -0.471
H: -0.418 -1.533 1.217
H: -2.254 -0.084 1.543

energy: -361.8140 Ha
ΔE to the lowest compared entry with this formula, charge and spin: 70.8 kJ/mol
charge: -1
2S+1: 2
largest force on an atom: 0.043 hartree/bohr
HOMO-LUMO gap (alpha / beta): 4.1 / 7.2 eV

These are the natural (NBO) partial charges, in e, on atoms 1 to 8: number 1, C, carries 0.54; number 2, N, carries -0.43; number 3, C, carries -0.40; number 4, C, carries -0.33; number 5, C, carries -0.01; number 6, O, carries -0.81; number 7, O, carries -0.66; number 8, H, carries 0.07


Record 4
The following is a DFT calculation (ωB97M-V/def2-TZVPD) of one molecule with the formula C4H7NO2.

Atoms and positions in Å:
C: 0.184 1.269 -1.119
C: 0.324 -0.037 -0.341
C: 1.312 0.205 0.819
O: 1.981 1.209 0.859
C: -1.068 -0.613 -0.019
O: -2.062 -0.248 -0.618
N: -1.107 -1.605 0.914
H: -0.340 2.007 -0.506
H: 1.171 1.671 -1.349
H: -0.386 1.127 -2.037
H: 0.796 -0.799 -0.985
H: 1.538 -0.497 1.643
H: -0.326 -1.758 1.531
H: -2.017 -1.933 1.206

energy: -361.8554 Ha
ΔE to the lowest compared entry with this formula, charge and spin: 66.9 kJ/mol
SMILES: C[C@@H](C=O)C(N)=O
largest force on an atom: 0.018 hartree/bohr
HOMO-LUMO gap: 10.7 eV

These are the natural (NBO) partial charges, in e, on atoms 1 to 8: number 1, C, carries -0.60; number 2, C, carries -0.43; number 3, C, carries 0.42; number 4, O, carries -0.50; number 5, C, carries 0.68; number 6, O, carries -0.59; number 7, N, carries -0.82; number 8, H, carries 0.22


Record 5
The following is a DFT calculation (ωB97M-V/def2-TZVPD) of one molecule with the formula C4H7NO2 in a non-equilibrium geometry.

Atoms and positions in Å:
O: -1.425 -0.616 -1.053
C: -0.488 -0.242 -0.409
N: -0.641 0.514 0.753
C: 0.356 1.229 1.386
O: 0.088 2.096 2.182
C: 0.949 -0.561 -0.837
C: 0.944 -1.962 -1.506
H: -1.577 0.442 1.120
H: 1.399 1.036 1.132
H: 1.669 -0.655 -0.072
H: 1.248 0.197 -1.561
H: 1.891 -2.453 -1.383
H: 0.264 -2.633 -0.981
H: 0.670 -1.891 -2.553

energy: -361.8618 Ha
ΔE to the lowest compared entry with this formula, charge and spin: 50.1 kJ/mol
SMILES: CCC(=O)NC=O
largest force on an atom: 0.040 hartree/bohr
HOMO-LUMO gap: 11.1 eV

These are the natural (NBO) partial charges, in e, on atoms 1 to 8: number 1, O, carries -0.56; number 2, C, carries 0.70; number 3, N, carries -0.66; number 4, C, carries 0.53; number 5, O, carries -0.55; number 6, C, carries -0.52; number 7, C, carries -0.59; number 8, H, carries 0.43


Record 6
The following is a DFT calculation (ωB97M-V/def2-TZVPD) of one molecule with the formula C4H7NO2 in a non-equilibrium geometry.

Atoms and positions in Å:
O: -2.054 1.524 2.494
C: -1.102 0.987 1.987
N: -1.178 0.457 0.714
C: -0.197 -0.487 0.204
C: 0.803 0.125 -0.803
C: 1.282 -0.854 -1.868
O: 0.787 -1.939 -2.029
H: -0.092 0.890 2.398
H: -2.057 0.348 0.256
H: -0.643 -1.353 -0.269
H: 0.387 -0.842 1.064
H: 1.613 0.640 -0.281
H: 0.353 0.959 -1.367
H: 2.098 -0.456 -2.502

energy: -361.8383 Ha
ΔE to the lowest compared entry with this formula, charge and spin: 111.6 kJ/mol
SMILES: O=CCCNC=O
largest force on an atom: 0.040 hartree/bohr
HOMO-LUMO gap: 10.6 eV

These are the natural (NBO) partial charges, in e, on atoms 1 to 8: number 1, O, carries -0.58; number 2, C, carries 0.53; number 3, N, carries -0.63; number 4, C, carries -0.23; number 5, C, carries -0.53; number 6, C, carries 0.45; number 7, O, carries -0.52; number 8, H, carries 0.11


Record 7
The following is a DFT calculation (ωB97M-V/def2-TZVPD) of one molecule with the formula C4H7NO2.

Atoms and positions in Å:
C: -0.666 1.650 1.679
N: -1.118 1.077 0.421
C: -0.299 0.414 -0.261
C: -0.581 -0.541 -1.395
O: 0.676 -0.618 -2.048
C: 1.583 -0.608 -0.980
O: 1.037 0.261 0.010
H: -0.249 2.652 1.528
H: -1.535 1.740 2.339
H: 0.096 1.033 2.175
H: -1.428 -0.409 -2.065
H: -0.849 -1.491 -0.907
H: 2.553 -0.219 -1.300
H: 1.694 -1.616 -0.546

energy: -361.8125 Ha
ΔE to the lowest compared entry with this formula, charge and spin: 179.4 kJ/mol
SMILES: C/N=C1/COCO1
largest force on an atom: 0.019 hartree/bohr
HOMO-LUMO gap: 10.7 eV

These are the natural (NBO) partial charges, in e, on atoms 1 to 8: number 1, C, carries -0.44; number 2, N, carries -0.47; number 3, C, carries 0.53; number 4, C, carries -0.15; number 5, O, carries -0.50; number 6, C, carries 0.22; number 7, O, carries -0.51; number 8, H, carries 0.20


Record 8
The following is a DFT calculation (ωB97M-V/def2-TZVPD) of one molecule with the formula C4H7NO2.

Atoms and positions in Å:
C: -0.944 0.551 1.038
C: 0.218 0.405 0.047
C: 1.535 0.569 0.798
O: 1.618 1.186 1.832
C: 0.283 -0.870 -0.800
O: 1.159 -1.705 -0.646
N: -0.645 -0.985 -1.791
H: -0.954 -0.260 1.773
H: -0.785 1.481 1.590
H: -1.923 0.601 0.550
H: 0.166 1.250 -0.657
H: 2.418 0.099 0.334
H: -1.437 -0.369 -1.876
H: -0.636 -1.837 -2.332

energy: -361.8616 Ha
ΔE to the lowest compared entry with this formula, charge and spin: 50.5 kJ/mol
SMILES: C[C@@H](C=O)C(N)=O
largest force on an atom: 0.009 hartree/bohr
HOMO-LUMO gap: 10.5 eV

These are the natural (NBO) partial charges, in e, on atoms 1 to 8: number 1, C, carries -0.60; number 2, C, carries -0.43; number 3, C, carries 0.45; number 4, O, carries -0.52; number 5, C, carries 0.68; number 6, O, carries -0.61; number 7, N, carries -0.82; number 8, H, carries 0.22